This record from the Open Molecules 2025 dataset describes a single C4H8OP2 molecule in a non-equilibrium geometry. The level of theory is the ωB97M-V functional and the def2-TZVPD basis.

XYZ file:
```
15
C4H8OP2 the ωB97M-V functional and the def2-TZVPD basis
C 0.4693 -0.6305 1.8480
C 0.8745 -0.7090 0.3752
C 0.6033 0.6401 -0.2564
P 0.3687 0.8307 -2.0261
C -1.1329 -0.0095 -1.9451
P -1.3362 1.0815 -0.3473
O -1.8013 2.4311 -0.4696
H 1.3587 -0.1967 2.3088
H 0.1335 -1.5492 2.2220
H -0.4501 0.0155 1.9279
H 0.3652 -1.4741 -0.1661
H 2.0055 -0.7636 0.5167
H 1.4263 1.3087 0.2272
H -1.8923 0.0355 -2.6923
H -0.9922 -1.0106 -1.5231
```

Calculated values
Gap between HOMO and LUMO in eV: 7.09
SMILES: CC[C@H]1P2C[P@@]12=O
Energy relative to the best compared isomer or geometry (same formula, charge and spin) in eV: 0.4325
Calculated total energy in eV: -24900.325